Entry 1:
Density functional theory data (ωB97M-V with the def2-TZVPD basis set) for a molecular structure, C5H7Br.

```
13
Properties=species:S:1:pos:R:3:nbo_charge:R:1
C -0.983 -1.086 -0.402 -0.262
C -0.043 -0.233 -0.010 0.082
C -0.876 1.026 -0.089 -0.448
C -1.921 0.059 -0.733 -0.267
C 1.302 -0.414 0.631 -0.655
Br -3.612 -0.031 0.139 0.002
H -0.896 -2.182 -0.389 0.225
H -1.051 1.227 0.964 0.214
H -0.412 1.876 -0.509 0.214
H -2.002 0.389 -1.802 0.228
H 2.080 0.214 0.316 0.221
H 1.696 -1.345 0.852 0.224
H 1.043 0.007 1.542 0.222
```

Calculated total energy, Eh: -2768.651594
ΔE to the lowest compared entry with this formula, charge and spin, kcal/mol: 22.4
Orbital gap, eV: 10.26
Highest occupied orbital energy, eV: -9.3

---

Entry 2:
Density functional theory data (ωB97M-V with the def2-TZVPD basis set) for C4H6O2 in the gas phase.

```
12
Properties=species:S:1:pos:R:3:nbo_charge:R:1
O -1.789 0.703 -0.085 -0.705
C -0.827 -0.266 -0.407 -0.037
C 0.191 0.181 -1.310 -0.049
C 0.171 -0.698 0.649 -0.455
C 1.202 0.175 1.022 0.312
O 1.673 1.052 0.276 -0.599
H -1.855 0.716 0.879 0.482
H -1.277 -1.205 -0.762 0.220
H 0.733 -0.547 -1.904 0.211
H 0.352 1.233 -1.503 0.237
H 0.046 -1.674 1.111 0.227
H 1.585 0.089 2.054 0.155
```

Calculated total energy, Eh: -306.361789
ΔE to the lowest compared entry with this formula, charge and spin, kcal/mol: 90.7
Orbital gap (alpha / beta), eV: 7.98 / 7.97
Highest occupied orbital energy (alpha / beta), eV: -8.4 / -8.4

---

Entry 3:
Density functional theory data (ωB97M-V with the def2-TZVPD basis set) for a gas-phase ion, C4H8NO (charge +1).

```
14
Properties=species:S:1:pos:R:3:nbo_charge:R:1
C 0.203 -0.825 -0.158 0.100
C -1.192 -1.005 -0.159 -0.064
C -2.726 0.897 0.037 0.236
C 2.464 0.183 0.045 -0.443
N 1.027 0.185 0.136 -0.506
O -2.300 -0.289 0.054 -0.292
H 0.697 -1.838 -0.229 0.251
H -1.543 -2.089 0.026 0.233
H -2.006 1.769 0.021 0.159
H -3.703 1.140 -0.027 0.198
H 2.729 0.948 0.718 0.232
H 3.180 -0.597 0.407 0.259
H 2.611 0.377 -1.099 0.226
H 0.558 1.145 0.228 0.412
```

Calculated total energy, Eh: -286.794828
ΔE to the lowest compared entry with this formula, charge and spin, kcal/mol: 92.7
Orbital gap (alpha / beta), eV: 7.33 / 7.35
Charge: +1
Highest occupied orbital energy (alpha / beta), eV: -13.1 / -13.1

---

Entry 4:
Density functional theory data (ωB97M-V with the def2-TZVPD basis set) for C5H10O2 in the gas phase.

```
17
Properties=species:S:1:pos:R:3:nbo_charge:R:1
C -2.391 -0.505 -0.168 -0.606
C -1.177 0.333 -0.576 -0.407
C 0.097 -0.129 0.127 0.105
O 0.422 -1.395 -0.406 -0.735
C 1.295 0.823 -0.021 -0.542
C 2.518 0.314 0.707 0.459
O 2.675 -0.836 1.062 -0.547
H -3.294 -0.176 -0.695 0.209
H -2.226 -1.562 -0.396 0.222
H -2.586 -0.419 0.908 0.199
H -1.015 0.243 -1.658 0.208
H -1.366 1.393 -0.361 0.198
H -0.118 -0.211 1.207 0.156
H 1.201 -1.694 0.088 0.492
H 1.081 1.837 0.344 0.227
H 1.573 0.927 -1.081 0.244
H 3.312 1.057 0.920 0.117
```

Calculated total energy, Eh: -346.981810
Structure (SMILES): CC[C@@H](O)CC=O
ΔE to the lowest compared entry with this formula, charge and spin, kcal/mol: 27.4
Orbital gap, eV: 10.97
Highest occupied orbital energy, eV: -10.1

---

Entry 5:
Density functional theory data (ωB97M-V with the def2-TZVPD basis set) for a molecular structure, C23H27N3O.

```
54
Properties=species:S:1:pos:R:3:nbo_charge:R:1
O -0.326 -0.550 -1.795 -0.747
C -1.606 -0.664 -1.690 -0.024
C -2.355 0.767 -1.782 -0.509
H -3.522 0.401 -1.742 0.206
H -2.290 0.952 -2.882 0.253
C -2.287 1.682 -0.636 -0.072
N -2.458 1.310 0.881 -0.479
C -1.284 0.749 1.191 -0.196
C -0.023 1.528 0.980 -0.243
N 0.264 1.634 -0.361 -0.473
C -0.933 2.662 -0.869 -0.209
H -1.020 3.547 -0.497 0.169
H -0.683 2.439 -2.068 0.221
C 1.539 2.367 -0.626 -0.221
C 2.643 1.364 -0.377 0.000
C 2.720 0.103 -0.682 -0.205
C 3.878 -0.877 -0.368 -0.016
C 3.989 -2.060 -0.878 -0.220
C 5.187 -2.655 -0.594 -0.194
C 5.919 -2.174 0.556 0.095
N 5.764 -1.041 0.871 -0.429
C 4.660 -0.175 0.710 0.163
C 4.612 1.128 1.169 -0.230
C 3.517 1.861 0.894 -0.191
H 3.460 2.965 0.912 0.208
H 5.417 1.362 1.842 0.237
H 6.804 -2.983 0.794 0.156
H 5.297 -3.593 -0.947 0.195
H 3.249 -2.409 -1.587 0.231
H 2.122 -0.252 -1.480 0.207
H 1.566 2.537 -1.798 0.199
H 1.593 3.241 -0.307 0.176
H 0.004 2.519 1.609 0.176
H 0.853 0.815 1.460 0.217
H -1.163 -0.362 0.939 0.193
H -1.403 0.874 2.428 0.196
C -3.666 1.131 1.035 -0.160
C -4.266 -0.207 1.104 0.004
C -3.792 -1.348 1.431 -0.262
C -4.388 -2.501 1.140 -0.188
C -5.201 -2.796 0.262 -0.190
C -5.937 -1.491 -0.219 -0.186
C -5.390 -0.372 -0.062 -0.238
H -5.759 0.429 -0.499 0.195
H -6.704 -1.563 -1.254 0.194
H -5.514 -3.748 -0.199 0.229
H -3.792 -3.634 1.541 0.171
H -2.869 -1.480 2.206 0.216
H -4.337 2.000 0.736 0.234
H -3.780 1.270 2.349 0.128
H -2.967 2.589 -0.931 0.211
H -1.965 -1.122 -0.791 0.136
H -1.941 -1.234 -2.593 0.165
H 0.019 0.065 -1.174 0.498
```

Calculated total energy, Eh: -1131.483798
Orbital gap, eV: 8.11
Highest occupied orbital energy, eV: -8.3

---

Largest force on an atom? In order: 2.7; 0.5; 5.5; 0.6; 14.3 eV/Å.